19
Properties=species:S:1:pos:R:3 method="wB97M-V/def2-TZVPD" e_tot_ev=-11512.9645 homo_ev=-9.633 gap_ev=10.317 smiles="CC(=O)CC(C)=O.C#C"
C 1.48404 -1.60463 1.58500
C 1.64260 -0.32722 0.81113
O 2.61901 -0.07236 0.14271
C 0.46165 0.60800 0.85457
C -0.91881 0.03624 0.04792
C -1.90160 1.15970 -0.12628
O -1.18511 -1.12688 0.09092
H 1.31601 -1.39486 2.64041
H 0.60655 -2.13048 1.20578
H 2.36433 -2.23089 1.46717
H 0.07821 0.67445 1.87454
H 0.72631 1.61587 0.53701
H -2.80364 0.77774 -0.60124
H -2.14393 1.59581 0.84670
H -1.46880 1.92469 -0.77177
C 0.10925 0.28648 -2.19634
C -0.57855 -0.01093 -3.13620
H 0.73932 0.63357 -1.34513
H -1.14685 -0.41430 -3.92690